# 1
Here is 3 unconnected molecules or ions with the total composition C5H6ClNO3 at a distorted geometry from the OMol25 dataset. Energies are from wB97M-V/def2-TZVPD.

Output
E_HOMO, Ha: 0.006
Charge: -2
Energy relative to the best compared isomer or geometry (same formula, charge and spin), kcal per mole: 0.0

Cartesian coordinates (Å):
Cl -2.48536 1.90274 -1.34445
O -1.28920 2.40339 1.68797
C -1.46395 1.29503 2.38885
O -2.24250 0.37126 1.94631
O -1.15002 1.17777 3.56809
H -1.36730 1.89690 0.87621
N 0.34194 0.04355 -1.22886
C 0.33611 -1.21850 -1.82132
C 1.26948 -2.07825 -1.16829
C 1.84862 -1.27625 -0.17286
C 1.21251 -0.01762 -0.15120
H -0.31197 0.78190 -1.44645
H -0.25133 -1.36259 -2.71606
H 1.54431 -3.07719 -1.47320
H 2.54236 -1.65433 0.56347
H 1.46636 0.81220 0.49175

***

# 2
Here is a molecular structure, C32H25N4Rh at a distorted geometry from the OMol25 dataset. Energies are from wB97M-V/def2-TZVPD.

Output
E_HOMO (spin up / spin down), Ha: -0.458 / -0.523
Charge: +2
Spin multiplicity: 5
Energy relative to the best compared isomer or geometry (same formula, charge and spin), kcal per mole: 0.0

Cartesian coordinates (Å):
Rh -0.00618 0.30368 -0.13914
C -3.13233 -1.43454 -0.57196
C -3.29284 0.04869 -0.47500
C -4.61163 0.58177 -0.38428
C -4.79415 1.96672 -0.30762
C -3.66565 2.79141 -0.34989
C -2.38486 2.18880 -0.42433
N -2.17460 0.82939 -0.49551
C -1.17283 3.00230 -0.42765
C -1.20707 4.40904 -0.51321
C 0.00071 5.12170 -0.56705
C 1.20889 4.41004 -0.53562
C 1.17392 3.00420 -0.44258
N 0.00347 2.30739 -0.38981
C 2.38265 2.19233 -0.41962
C 3.66714 2.79456 -0.33316
C 4.80092 1.97201 -0.31505
C 4.61566 0.59387 -0.38851
C 3.29879 0.05892 -0.47260
C 3.14135 -1.42191 -0.56912
N 2.17470 0.82664 -0.49431
H -4.15131 -1.87049 -0.55990
H -2.54962 -1.82718 0.28790
H -2.63344 -1.70001 -1.52540
H -5.44349 -0.12467 -0.41028
H -5.79383 2.38602 -0.28231
H -3.77647 3.87995 -0.32373
H -2.17212 4.90670 -0.53424
H -0.00229 6.21190 -0.65555
H 2.16581 4.93091 -0.60732
H 3.74097 3.87362 -0.25225
H 5.80773 2.40412 -0.28807
H 5.45059 -0.11686 -0.35409
H 4.15090 -1.86994 -0.54174
H 2.65372 -1.70750 -1.51495
H 2.55031 -1.79285 0.27919
C -0.00035 0.95745 4.12602
C -0.00907 -0.35270 4.60175
C 0.00622 -1.41354 3.70747
C 0.00210 -1.13875 2.33921
C 0.00130 0.16450 1.86876
C -0.00309 1.21105 2.75203
C 0.00659 -2.16841 1.30037
C 0.01015 -3.56446 1.50197
C 0.01398 -4.42623 0.41966
C 0.01116 -3.87147 -0.89956
C 0.00590 -4.68813 -2.07772
C 0.00551 -4.11515 -3.33664
C -0.00032 -2.70652 -3.47893
C 0.01289 -1.88536 -2.35560
C 0.01241 -2.45321 -1.05362
N 0.01310 -1.65527 0.06756
H -0.01118 1.78623 4.83347
H -0.03720 -0.54595 5.68094
H -0.02185 -2.46041 4.02442
H -0.01207 2.23557 2.37446
H 0.01486 -3.94651 2.53071
H -0.02324 -5.51303 0.51578
H -0.00688 -5.77924 -1.97651
H 0.02992 -4.77104 -4.21440
H -0.01704 -2.24478 -4.47393
H -0.02729 -0.78536 -2.47893

***

# 3
Here is 7 unconnected molecules or ions with the total composition C15H44F3N7O9S at a distorted geometry from the OMol25 dataset. Energies are from wB97M-V/def2-TZVPD.

Output
E_HOMO (spin up / spin down), Ha: -0.433 / -0.432
Charge: +1
Spin multiplicity: 2

Cartesian coordinates (Å):
O -0.30828 0.18216 -0.20584
H -0.38054 1.13930 -0.22226
H 0.48044 -0.12441 0.24750
H -1.07127 -0.29692 0.12570
C 3.83074 0.62313 2.75400
F 4.91320 0.25138 3.45892
F 3.46622 1.84895 3.04823
F 4.13243 0.58137 1.48253
S 2.32885 -0.52391 3.07173
O 1.91683 -0.49280 4.51069
O 1.24924 -0.04815 2.18265
O 2.83711 -1.89020 2.71068
C -2.23876 -2.25147 -2.71950
O -1.81170 -1.29432 -2.26795
N -3.19784 -2.98768 -2.22765
N -1.78636 -2.81417 -3.84246
H -3.38184 -3.79833 -2.80132
H -3.50544 -2.88922 -1.27068
H -1.05962 -2.38437 -4.39674
H -2.36627 -3.52946 -4.25738
C -2.27220 3.41571 -0.27180
O -1.42488 2.51045 -0.20012
N -3.09014 3.50269 -1.28056
N -2.43775 4.24197 0.66354
H -3.95591 4.01260 -1.17794
H -2.85030 2.93462 -2.08047
H -3.16965 4.93416 0.73634
H -1.69350 4.13241 1.33748
C -2.45836 -0.87756 3.12882
C -2.50672 -1.65186 1.88020
C -3.57333 -2.79375 1.90992
O -3.73298 -3.39106 0.66204
C -4.77315 -4.35856 0.65278
N -2.66131 -0.71180 0.79718
H -3.28597 -0.17607 3.23406
H -1.51643 -0.40374 3.40514
H -2.64063 -1.57224 3.94877
H -1.52775 -2.09337 1.69369
H -4.45824 -2.22401 2.19353
H -3.42509 -3.56738 2.66333
H -4.84480 -4.93224 1.57683
H -4.71266 -4.97286 -0.24559
H -5.68854 -3.78219 0.51886
H -3.09365 -1.33348 0.12883
H -3.35993 -0.02957 1.05526
C 1.36569 3.90632 -1.88472
C 2.31307 3.70675 -0.69456
C 2.57433 5.06873 0.00815
O 3.46339 4.89471 1.08239
C 3.71964 6.05030 1.84186
N 1.62353 2.76091 0.19639
H 1.12316 2.90881 -2.25113
H 1.63255 4.53628 -2.73327
H 0.35964 4.18221 -1.56873
H 3.29138 3.40996 -1.07263
H 1.60227 5.46302 0.30437
H 3.06811 5.79585 -0.63650
H 4.16067 6.88930 1.30364
H 4.41049 5.68255 2.60053
H 2.80605 6.33505 2.36375
H 2.34221 2.61437 0.89074
H 0.82051 3.12057 0.69228
C 2.71551 -4.03253 -0.21606
C 2.20959 -2.61190 -0.49590
C 1.75450 -2.36622 -1.97117
O 2.73911 -2.56440 -3.02421
C 2.14319 -2.23808 -4.25336
N 1.15865 -2.33892 0.44826
H 3.60981 -4.11455 -0.83379
H 2.02717 -4.80901 -0.54979
H 2.95874 -4.10623 0.84390
H 3.01579 -1.93094 -0.22306
H 1.36036 -1.35054 -2.00468
H 0.93660 -3.05258 -2.19036
H 1.69574 -1.24420 -4.26223
H 1.31529 -2.89794 -4.51274
H 2.77279 -2.18360 -5.14147
H 0.58754 -3.13992 0.21948
H 1.42958 -2.45822 1.41390

***

# 4
Here is a single C5H6INO2 molecule at a distorted geometry from the OMol25 dataset. Energies are from wB97M-V/def2-TZVPD.

Output
E_HOMO, Ha: -0.342
SMILES string: O=C1OCC/C1=N\CI
Energy relative to the best compared isomer or geometry (same formula, charge and spin), kcal per mole: 25.1

Cartesian coordinates (Å):
O -2.61260 -0.73125 -1.15684
C -1.87444 -0.19738 -0.38562
O -2.28219 0.54160 0.65376
C -1.21100 1.08579 1.42067
C 0.09264 0.58522 0.80263
C -0.36880 -0.23247 -0.37666
N 0.36398 -0.83390 -1.19678
C 1.65695 -1.11965 -1.45149
I 3.73006 -0.43515 -0.30927
H -1.33698 0.75636 2.45730
H -1.29993 2.17679 1.39148
H 0.73942 1.39620 0.46965
H 0.66954 -0.03157 1.49224
H 1.92166 -0.76858 -2.44575
H 1.81169 -2.19200 -1.36533

***

# 5
Here is a molecular structure, C27H38BrClGaN3O6 at a distorted geometry from the OMol25 dataset. Energies are from wB97M-V/def2-TZVPD.

Output
E_HOMO, Ha: -0.238
Energy relative to the best compared isomer or geometry (same formula, charge and spin), kcal per mole: 0.0

Cartesian coordinates (Å):
O 2.52820 -2.97092 -0.82048
C 2.95789 -2.17238 0.00938
C 2.80868 -2.08562 1.46671
C 1.62965 -2.03668 2.23909
H 0.74191 -1.54134 1.84738
C 1.66471 -2.58242 3.53130
H 0.73729 -2.68495 4.10752
C 2.87660 -3.02208 4.08175
H 2.88147 -3.55888 5.03384
C 4.07321 -2.76068 3.40571
H 5.03204 -3.03622 3.84746
C 4.04137 -2.19055 2.13632
H 4.94227 -1.84932 1.62794
H 3.56621 -1.32765 -0.36996
C 3.28772 1.62378 -0.82235
C 2.10994 1.69488 0.11751
H 4.27397 1.90016 -0.35707
H 3.10869 2.24354 -1.71133
H 3.42966 0.55098 -1.11161
C 2.39967 1.53157 1.42894
C 3.15881 2.63156 2.10146
H 2.11411 0.63303 1.98829
H 4.05230 2.27922 2.63041
H 2.56756 3.21831 2.80461
H 3.50616 3.32308 1.31616
Ga 0.35889 1.53534 -0.49912
Cl 0.29545 3.70837 0.11425
C -2.14621 2.54913 -0.90657
O -1.22197 2.04895 -1.60620
N -3.28371 3.04133 -1.37120
C -3.61777 3.00988 -2.78372
C -4.06939 3.93196 -0.51356
H -2.03537 2.63730 0.18328
H -3.02643 2.23610 -3.27349
H -3.41948 3.98814 -3.24245
H -4.68723 2.79541 -2.87916
H -3.85759 3.67151 0.52690
H -5.13598 3.80835 -0.72749
H -3.78176 4.98193 -0.67877
H -0.34577 -5.14652 -0.25640
H -2.65001 -4.10323 -0.91527
C -0.06392 -4.15225 0.11266
C -2.27606 -3.20758 -0.39556
N -0.82907 -3.11329 -0.55899
H 1.00177 -3.99585 -0.05268
C -0.32386 -2.42815 -1.62639
O -0.83035 -1.42251 -2.13145
H -2.75882 -2.30848 -0.78594
H 0.61524 -2.86826 -2.02284
H -0.27466 -4.11099 1.18729
H -2.48831 -3.32133 0.67283
H 1.25892 1.67449 -5.85141
H 1.82677 -0.83978 -6.15621
C 1.93810 1.63757 -4.99191
C 2.41229 -0.77609 -5.23060
N 1.90454 0.30619 -4.39593
H 1.64607 2.37742 -4.24486
C 1.43856 0.11617 -3.16470
O 0.97718 1.07048 -2.46750
H 2.34910 -1.72303 -4.68763
H 1.47849 -0.91683 -2.78278
H 2.94986 1.84079 -5.36216
H 3.45652 -0.57756 -5.50626
Br -0.48209 0.68821 3.68715
C -2.33594 0.44827 3.35861
C -3.20655 0.61435 4.44992
C -4.58883 0.45923 4.30864
C -5.10544 0.09136 3.06564
C -4.24399 -0.09901 1.98092
C -2.83982 0.12893 2.07761
C -2.06522 0.22358 0.76859
O -2.76712 0.15940 -0.24876
O -0.76747 0.44078 0.77384
H -2.79289 0.88253 5.42083
H -5.23958 0.61728 5.16122
H -6.18267 -0.04202 2.93086
H -4.65646 -0.37839 1.00795

***

# 6
Here is a molecular structure, H37O19 at a distorted geometry from the OMol25 dataset. Energies are from wB97M-V/def2-TZVPD.

Output
E_HOMO, Ha: -0.282
Charge: -1
Energy relative to the best compared isomer or geometry (same formula, charge and spin), kcal per mole: 174.2

Cartesian coordinates (Å):
O 2.41760 0.74803 1.36474
H -0.87047 2.45251 -0.83678
H 1.74744 0.34269 0.38969
O -2.53126 2.28721 3.20294
H -0.51798 -1.42957 3.61226
H -1.99937 3.05394 2.92015
O 1.02579 -0.18877 -0.56325
H 1.11248 -1.00921 -3.71000
H 0.95076 3.20265 1.96201
O 0.58920 -2.42147 -1.98558
H 0.51915 -3.00523 -1.19483
H 0.88425 -1.58493 -1.59833
O 0.58076 4.35366 -0.82162
H -1.07036 -0.15065 -1.59354
H 1.16794 3.77825 -0.36430
O 3.55396 -1.16310 -0.84948
H -3.60925 1.91233 -2.49200
H 4.09324 -0.90964 -1.61708
O 0.38498 3.22142 2.78342
H 1.29773 -2.01663 1.41117
H 1.10816 3.13936 3.45810
O 0.96521 -2.63946 2.13579
H -4.24572 1.30902 1.27356
O -1.70836 -3.53673 -2.53525
H -2.93826 0.82302 -3.30264
H -2.27785 -4.16231 -2.02263
O 2.00326 -0.46176 -3.24502
H -0.46417 -3.03258 3.75981
H 2.30777 -1.06454 -2.71433
O -0.49117 0.63415 2.26687
H 0.21873 0.80992 2.87795
H -0.02623 0.41795 1.51501
O -0.91379 -2.22604 4.09777
H 2.87296 -0.65247 -1.01662
H -2.25874 -2.22807 -0.42993
O -3.25403 1.72463 -3.39390
H -3.80161 -2.07617 -0.23200
H 1.65522 -2.51408 2.95642
O -4.00580 1.49890 0.36024
H 0.50609 0.58091 -0.59261
H -1.66552 -2.61093 -2.08832
O 2.79274 -3.73763 -1.52084
H 2.84857 -2.82201 -1.37750
H 1.90740 -3.67918 -2.07095
O -3.13919 -2.77968 -0.49240
H 0.63237 4.22219 -1.71788
H 3.18554 0.51261 1.26284
O -1.28971 -0.74861 -1.03635
H -3.13946 2.03070 0.48254
H -0.51164 -0.96481 -0.59091
O -1.32053 1.64278 -0.71094
H -1.25578 1.14162 0.00126
H -1.93188 1.50020 3.00046
O 2.45408 3.18487 0.34661
H 2.08462 2.37173 0.86121
H 3.37014 2.91898 0.41493

***

# 7
Here is a molecular structure, C27H36N6O3Re at a distorted geometry from the OMol25 dataset. Energies are from wB97M-V/def2-TZVPD.

Output
E_HOMO (spin up / spin down), Ha: -0.492 / -0.492
Charge: +2
Spin multiplicity: 2
Energy relative to the best compared isomer or geometry (same formula, charge and spin), kcal per mole: 26.7

Cartesian coordinates (Å):
Re 0.67680 -0.18476 0.03467
C 2.59731 -1.25583 -0.25660
C 1.80861 -2.40374 -0.42090
C 1.07461 -2.31641 -1.57493
C 1.30307 -1.08400 -2.16732
C 2.26321 -0.38011 -1.35629
H 3.34444 -1.07067 0.50006
H 1.80104 -3.25147 0.24309
H 0.39995 -3.06203 -1.93070
H 0.78644 -0.68075 -2.99840
H 2.89235 0.36483 -1.73750
N 0.74800 -0.84672 2.12322
C 1.07958 0.28966 2.99542
C 2.28804 1.02035 2.34432
N 1.92247 1.30207 0.94096
H -0.13150 -1.29234 2.40649
H 1.47507 -1.54387 2.23319
H 1.29886 -0.05736 4.01451
H 0.20055 0.94333 3.03563
H 3.20394 0.39795 2.36540
H 2.51088 1.95768 2.86987
H 2.76637 1.46225 0.37837
H 1.37723 2.23385 0.86405
C -2.71228 0.91769 1.93217
N -3.27652 -0.23080 1.30406
C -4.70164 -0.10638 1.04844
C -2.45864 -1.11895 0.63690
O -1.21824 -0.78789 0.38286
N -2.90889 -2.34410 0.24493
C -3.97630 -3.11095 0.88326
C -2.20747 -3.03108 -0.75232
H -3.38789 1.23931 2.72338
H -2.59023 1.72444 1.21924
H -1.74295 0.66785 2.38203
H -4.90703 0.94129 0.81647
H -5.29396 -0.39945 1.91706
H -4.98036 -0.69829 0.19339
H -4.21549 -2.69055 1.85206
H -3.61652 -4.13221 1.03308
H -4.87274 -3.15092 0.26998
H -1.75960 -2.30014 -1.39832
H -2.93328 -3.61933 -1.31092
H -1.46515 -3.69776 -0.30554
O -1.46520 -0.18938 -2.41232
C -1.19514 0.95550 -2.08087
N -1.67495 2.10854 -2.59012
C -1.06071 3.28573 -2.06195
C -0.24474 2.65182 -0.94150
O 0.34789 3.28502 -0.07940
N -0.26604 1.29307 -1.06013
C -0.04536 3.87207 -3.04069
C 0.26890 3.21208 -4.22572
C 1.21170 3.74476 -5.08644
C 1.85628 4.93320 -4.76231
C 1.55054 5.58975 -3.57060
C 0.60859 5.06684 -2.71555
C -2.08997 4.27732 -1.58021
C -2.62736 5.19889 -2.48043
C -3.64741 6.05554 -2.07963
C -4.12403 6.00234 -0.78763
C -3.58246 5.08723 0.11078
C -2.57676 4.23249 -0.29093
H -2.35893 2.11454 -3.33065
H -0.22778 2.29681 -4.49668
H 1.43421 3.23820 -6.01246
H 2.58460 5.35146 -5.43472
H 2.04104 6.51306 -3.31864
H 0.36814 5.58385 -1.80331
H -2.24783 5.25916 -3.48422
H -4.05594 6.76460 -2.77953
H -4.90670 6.67417 -0.47244
H -3.94323 5.05684 1.13016
H -2.14939 3.55470 0.41549

***

# 8
Here is a molecular structure, C5H8N4S at a distorted geometry from the OMol25 dataset. Energies are from wB97M-V/def2-TZVPD.

Output
E_HOMO, Ha: -0.295
Energy relative to the best compared isomer or geometry (same formula, charge and spin), kcal per mole: 80.2

Cartesian coordinates (Å):
C -2.89491 1.19188 -0.24967
C -1.97973 0.06097 -0.16347
C -2.33575 -1.23393 0.20987
C 0.09983 -0.85048 -0.31666
C 2.27765 -0.29071 -0.06353
H -2.87344 1.59748 -1.22317
H -3.81399 0.89556 -0.09503
H -2.31871 2.03045 0.64237
H -3.12672 -1.72456 0.70273
H 0.96140 1.27890 0.78547
H 2.53991 0.95238 1.48375
H 4.28938 0.00956 -0.12615
H 3.60853 -1.37212 -0.97765
N 1.35289 -0.94717 -0.75811
N 2.09700 0.90956 0.62483
N 3.65948 -0.63695 -0.18533
N -0.68716 0.31120 -0.47684
S -0.85567 -2.18200 0.18658

***

Which formula does entry 1 have?
C5H6ClNO3